14
Properties=species:S:1:pos:R:3:nbo_charge:R:1 method="wB97M-V/def2-TZVPD" relative_energy_ev=1.3478 charge=0 smiles="CN(C=O)CC=O" lumo_energy_ha=0.03025 mol_weight_g_mol=101.10
C 0.588 -1.367 -0.391 -0.423
N 0.457 0.050 -0.030 -0.443
C 1.556 0.830 -0.284 0.538
O 1.577 2.033 -0.141 -0.590
C -0.843 0.660 -0.133 -0.336
C -1.666 0.302 1.110 0.447
O -2.451 -0.592 1.156 -0.505
H 0.877 -1.488 -1.439 0.194
H 1.338 -1.845 0.236 0.211
H -0.370 -1.857 -0.229 0.228
H 2.447 0.288 -0.621 0.120
H -1.412 0.332 -1.012 0.201
H -0.713 1.735 -0.206 0.249
H -1.385 0.921 1.984 0.107